Entry 1:
{
  "formula": "C6H8N2O3S",
  "method": "the ωB97M-V functional and the def2-TZVPD basis",
  "species": ["C", "C", "C", "C", "C", "C", "N", "N", "O", "O", "O", "S", "H", "H", "H", "H", "H", "H", "H", "H"],
  "coordinates": [[1.05740, 0.96724, 0.04119], [0.03662, -0.70573, -1.64389], [-1.15180, 1.41405, 1.35355], [-2.36700, 0.48036, 0.90392], [-0.04650, -0.64833, 1.02349], [1.08052, -0.36914, -0.74173], [0.07649, 0.73014, 0.91144], [2.32393, -1.01113, -0.93927], [0.40564, -1.38015, -2.73903], [1.75589, 1.91044, -0.22196], [-1.15455, -0.41770, -1.47842], [-1.62640, -1.19519, 1.01718], [-1.11751, 2.31419, 0.89391], [-0.99559, 1.48648, 2.40146], [-3.11867, 0.43911, 1.61233], [-2.64939, 0.62206, -0.13517], [0.69493, -1.17844, 1.65043], [3.12751, -0.45078, -0.54170], [1.33589, -1.02138, -2.81025], [2.33258, -1.98610, -0.55747]],
  "forces_ev_per_a": [[0.2, -1.3, -3.2], [-3.5, 0.8, -0.5], [0.3, -3.0, -0.1], [3.4, 0.1, -0.7], [2.7, -0.9, -1.2], [0.6, -0.1, 3.9], [-1.8, 0.4, 1.6], [1.7, 0.0, 0.6], [1.6, 0.7, -0.2], [0.1, 0.7, 0.6], [1.4, -0.1, -0.4], [-1.2, -0.5, 0.4], [-0.5, 3.1, -1.2], [-0.8, 0.3, 1.1], [-1.7, 0.4, 1.2], [-0.2, 0.3, 0.2], [-0.5, 0.2, -0.4], [-1.4, -1.0, -0.6], [-0.6, -1.4, -0.5], [0.1, 1.3, -0.6]],
  "nbo_charge": [0.6741, 0.6897, -0.2064, -0.5096, -0.1820, -0.0760, -0.4566, -0.8617, -0.6553, -0.5822, -0.6425, 0.3934, 0.2217, 0.2058, 0.2258, 0.2620, 0.2171, 0.3965, 0.4971, 0.3892],
  "lumo_energy_ev": [0.30, 0.30],
  "homo_ev": [-7.99, -7.99]
}


Entry 2:
{
  "formula": "C24H38N4OS",
  "method": "the ωB97M-V functional and the def2-TZVPD basis",
  "species": ["C", "C", "C", "C", "S", "C", "N", "N", "C", "C", "N", "C", "O", "C", "C", "C", "C", "C", "C", "C", "C", "C", "C", "N", "C", "C", "C", "C", "C", "C", "H", "H", "H", "H", "H", "H", "H", "H", "H", "H", "H", "H", "H", "H", "H", "H", "H", "H", "H", "H", "H", "H", "H", "H", "H", "H", "H", "H", "H", "H", "H", "H", "H", "H", "H", "H", "H", "H"],
  "coordinates": [[6.10159, 0.78023, 0.77338], [4.99158, 0.06343, 1.53337], [4.49356, 0.87141, 2.72473], [5.51547, 1.02314, 3.83730], [3.01106, 0.03898, 3.43929], [1.81745, 0.59037, 2.30891], [2.03647, 1.35070, 1.27153], [0.85066, 1.55530, 0.67500], [-0.07032, 0.92154, 1.34692], [-1.50646, 0.94918, 0.94552], [-1.60452, 1.09047, -0.48888], [-2.03200, 0.05538, -1.25034], [-2.53654, -0.93534, -0.75406], [-1.90814, 0.21247, -2.76465], [-1.10734, -0.99363, -3.27780], [-1.04984, -0.96883, -4.80280], [-2.46682, -1.03027, -5.37055], [-3.26363, 0.17464, -4.87349], [-2.58443, 1.46325, -5.33391], [-1.16907, 1.51887, -4.76174], [-0.36830, 0.31855, -5.26309], [-1.22742, 1.49966, -3.23125], [-3.32762, 0.15235, -3.34853], [0.48841, 0.27627, 2.41826], [-0.08587, -0.58816, 3.42695], [-0.51031, -1.93414, 2.83353], [-1.01479, -2.84590, 3.94806], [-2.16884, -2.18821, 4.69877], [-1.73323, -0.84603, 5.27955], [-1.24451, 0.07897, 4.16809], [5.76759, 1.76838, 0.46636], [6.36281, 0.21444, -0.11741], [6.99560, 0.88530, 1.38276], [5.34370, -0.91172, 1.87919], [4.15163, -0.09464, 0.85417], [4.12818, 1.84373, 2.38840], [6.36233, 1.60777, 3.48755], [5.87153, 0.04757, 4.16314], [5.07573, 1.53299, 4.69182], [-2.01276, 1.79267, 1.43339], [-2.01789, 0.01937, 1.20483], [-1.00974, 1.80162, -0.88299], [-0.09578, -0.96092, -2.86407], [-1.58400, -1.91114, -2.92822], [-0.47647, -1.83350, -5.15553], [-2.43094, -1.02816, -6.46253], [-2.95437, -1.95396, -5.05179], [-4.28153, 0.13237, -5.27723], [-2.54482, 1.49509, -6.42511], [-3.15834, 2.32892, -4.99465], [-0.68029, 2.44463, -5.08691], [0.65082, 0.36116, -4.87186], [-0.30970, 0.34089, -6.35367], [-0.20880, 1.55689, -2.83772], [-1.78843, 2.37212, -2.88606], [-3.90719, 1.00511, -2.98512], [-3.81678, -0.75892, -3.00011], [0.72303, -0.77044, 4.14712], [-1.29784, -1.79255, 2.09172], [0.34404, -2.39223, 2.33040], [-1.34048, -3.79552, 3.52120], [-0.19856, -3.05169, 4.64448], [-2.50997, -2.84469, 5.50096], [-3.00515, -2.03352, 4.01369], [-2.56702, -0.37682, 5.80451], [-0.92860, -1.00486, 6.00093], [-2.06667, 0.27784, 3.48039], [-0.91114, 1.03174, 4.58592]],
  "forces_ev_per_a": [[-0.1, -0.1, 0.1], [0.0, 0.2, -0.2], [-0.4, -0.2, 0.0], [-0.2, 0.0, 0.0], [0.4, 0.0, 0.4], [-0.1, 0.0, -0.1], [0.8, -0.1, 0.4], [-1.1, 0.2, -0.5], [0.1, 0.0, 0.0], [-0.3, -0.1, 0.0], [0.1, 0.3, 0.2], [0.0, 0.3, -0.2], [-0.1, -0.4, 0.1], [0.0, -0.2, 0.3], [0.0, -0.1, -0.1], [0.2, -0.2, -0.1], [0.0, 0.0, 0.0], [-0.2, 0.0, -0.1], [0.0, 0.0, 0.0], [0.1, 0.3, -0.1], [0.0, 0.0, 0.0], [0.0, 0.0, -0.1], [0.0, -0.1, -0.1], [0.6, 0.5, -0.4], [-0.4, -0.3, 0.1], [0.3, -0.1, 0.3], [-0.3, 0.0, -0.2], [0.2, -0.1, 0.2], [-0.3, 0.0, -0.2], [0.3, 0.0, 0.3], [0.0, 0.1, -0.1], [0.1, 0.0, -0.1], [0.1, 0.1, 0.0], [-0.1, 0.0, 0.0], [0.0, -0.1, 0.1], [0.1, 0.0, 0.0], [0.1, 0.0, 0.0], [0.1, -0.1, 0.1], [0.0, 0.1, 0.1], [0.0, -0.2, 0.0], [0.0, 0.2, 0.0], [0.0, -0.1, -0.1], [0.1, 0.0, 0.0], [0.0, 0.0, 0.0], [0.0, 0.0, 0.0], [0.0, 0.0, -0.1], [0.0, -0.1, 0.0], [0.1, 0.0, 0.0], [0.0, 0.0, -0.1], [0.0, 0.1, 0.0], [0.0, -0.1, 0.0], [0.1, 0.0, 0.0], [0.0, 0.0, -0.1], [0.0, 0.0, 0.1], [0.0, 0.1, 0.1], [-0.1, 0.0, 0.0], [0.0, 0.0, 0.0], [-0.2, 0.0, -0.1], [0.0, 0.0, -0.1], [0.0, 0.1, -0.1], [0.1, -0.1, 0.0], [0.0, -0.1, 0.0], [-0.1, 0.0, 0.0], [-0.1, 0.0, 0.0], [0.1, 0.0, 0.1], [0.0, 0.0, 0.1], [0.0, 0.0, -0.1], [0.0, 0.0, -0.1]],
  "nbo_charge": [-0.6072, -0.4150, -0.2912, -0.6261, 0.2260, 0.1805, -0.3396, -0.3088, 0.3149, -0.2661, -0.6118, 0.7096, -0.6524, -0.1317, -0.3983, -0.2191, -0.3983, -0.2192, -0.4024, -0.2027, -0.4029, -0.4130, -0.3963, -0.3699, -0.0252, -0.4129, -0.3960, -0.3983, -0.3945, -0.4102, 0.2089, 0.2145, 0.1976, 0.1971, 0.2269, 0.2429, 0.2215, 0.2073, 0.2213, 0.2132, 0.2487, 0.4204, 0.2078, 0.2289, 0.2114, 0.2037, 0.2070, 0.2112, 0.2052, 0.2032, 0.2103, 0.2054, 0.2048, 0.2133, 0.2084, 0.2053, 0.2284, 0.2174, 0.2132, 0.2201, 0.2166, 0.1953, 0.2113, 0.1982, 0.2138, 0.1969, 0.2024, 0.2180],
  "lumo_energy_ev": 0.69,
  "homo_ev": -8.27,
  "smiles": "CC[C@H](C)Sc1nnc(CNC(=O)[C@]23C[C@H]4C[C@H](C[C@H](C4)C2)C3)n1C1CCCCC1"
}


Entry 3:
{
  "formula": "C5H5NO3",
  "method": "the ωB97M-V functional and the def2-TZVPD basis",
  "species": ["O", "C", "C", "N", "C", "O", "C", "C", "O", "H", "H", "H", "H", "H"],
  "coordinates": [[2.03948, -0.19215, 2.90886], [1.10347, -0.71328, 2.41978], [0.14319, -1.23253, 1.63535], [-1.05842, -0.74552, 1.21714], [-1.10419, 0.03851, 0.02903], [-2.42191, 0.13186, -0.27557], [-0.05112, 0.49357, -0.61759], [1.14034, 0.89621, -0.90423], [1.92638, 0.41155, -1.93703], [0.34093, -2.27551, 1.43298], [-1.96139, -1.27442, 1.41013], [-2.73482, 0.93032, -0.67665], [1.65724, 1.59660, -0.22850], [2.82212, 0.42319, -1.64362]],
  "forces_ev_per_a": [[-1.5, -1.1, -0.5], [0.2, 1.4, -0.5], [2.0, -1.6, 1.5], [-2.3, 0.9, -0.8], [-0.1, -0.3, 0.7], [-0.5, -0.5, 0.3], [-1.2, -0.7, 0.0], [1.3, 0.3, 0.6], [-1.5, -0.1, 0.1], [0.4, -0.3, -0.1], [2.0, 1.0, -0.4], [0.4, 0.8, -0.5], [-0.1, 0.2, -0.6], [1.1, 0.2, 0.2]],
  "nbo_charge": [-0.4518, 0.7093, -0.3490, -0.6291, 0.4787, -0.6990, -0.2904, 0.1435, -0.6834, 0.2251, 0.4098, 0.4997, 0.1619, 0.4747],
  "lumo_energy_ev": 0.54,
  "homo_ev": -8.17,
  "smiles": "O=C=CNC(O)=C=CO"
}


Entry 4:
{
  "formula": "C21H22BCl4MnN6O2",
  "method": "the ωB97M-V functional and the def2-TZVPD basis",
  "species": ["Mn", "C", "C", "C", "C", "C", "N", "N", "B", "N", "N", "C", "C", "C", "C", "C", "N", "N", "C", "C", "C", "C", "C", "H", "H", "H", "H", "H", "H", "H", "H", "H", "H", "H", "H", "H", "H", "H", "H", "H", "H", "H", "H", "H", "H", "Cl", "C", "C", "Cl", "C", "Cl", "C", "O", "C", "O", "C", "Cl"],
  "coordinates": [[9.71917, 10.09921, 11.48085], [8.45422, 9.63058, 8.07362], [7.57500, 10.23489, 9.07874], [6.24252, 10.67017, 8.93381], [5.89472, 11.18318, 10.16102], [4.66728, 11.93568, 10.52525], [6.96050, 11.04999, 10.97175], [7.95870, 10.49947, 10.31764], [7.16114, 11.60077, 12.38947], [8.45637, 12.54194, 12.30169], [9.68489, 11.99826, 12.10139], [10.53466, 13.02643, 12.16102], [11.98983, 12.79607, 11.89491], [9.88117, 14.19686, 12.43752], [8.54139, 13.84606, 12.51218], [7.33848, 14.72690, 12.63470], [7.52396, 10.43601, 13.36845], [8.54108, 9.56912, 13.07441], [8.50083, 8.56926, 13.94260], [9.49196, 7.47931, 14.01644], [7.45602, 8.78820, 14.82458], [6.88635, 9.96625, 14.43822], [5.75044, 10.62369, 15.10050], [7.83471, 9.31828, 7.17900], [8.97596, 8.75204, 8.43566], [9.25019, 10.35616, 7.80312], [5.56171, 10.54944, 8.10148], [3.82453, 11.69025, 9.84001], [4.92525, 13.04026, 10.46091], [4.29317, 11.67236, 11.56048], [6.20823, 12.25725, 12.79967], [12.19838, 12.63939, 10.83392], [12.40018, 11.97361, 12.43054], [12.61622, 13.62240, 12.28516], [10.29998, 15.20672, 12.46130], [7.59122, 15.73235, 12.35667], [7.01404, 14.68124, 13.67944], [6.61551, 14.32953, 11.91287], [10.20640, 7.67970, 14.80488], [10.06653, 7.37509, 13.13325], [9.00419, 6.53472, 14.17717], [7.09684, 8.07468, 15.53693], [4.87771, 9.95868, 15.06187], [5.47307, 11.52940, 14.58338], [5.91932, 10.97472, 16.14200], [14.18231, 8.46396, 6.77062], [13.22417, 8.40762, 8.19866], [12.93918, 7.17996, 8.77990], [13.83471, 5.78089, 8.29840], [12.03323, 7.12632, 9.88243], [11.83246, 5.69892, 10.84752], [11.36169, 8.26295, 10.22609], [10.38280, 8.33386, 11.15993], [11.68664, 9.51288, 9.65829], [10.96080, 10.59602, 10.09029], [12.63974, 9.61289, 8.67334], [12.95303, 11.16644, 7.90887]],
  "forces_ev_per_a": [[1.2, -0.7, -1.1], [0.2, -0.1, -1.4], [-1.0, 0.3, 0.2], [0.0, -0.4, -0.1], [-0.2, 0.1, -0.1], [-0.8, 0.5, 0.8], [-1.7, 1.0, 0.9], [1.6, -1.0, -0.4], [0.7, 0.7, 0.3], [-1.5, -1.2, 0.5], [-0.6, 0.9, 0.3], [1.9, -1.1, -0.3], [0.6, 1.3, 0.1], [-0.2, 1.1, -0.1], [0.2, 0.7, -0.4], [0.3, -1.1, 0.1], [0.3, 0.2, -0.4], [0.4, 0.6, -1.0], [0.2, 0.0, 0.2], [0.1, 0.0, 0.1], [0.1, -0.8, -0.1], [-0.5, 0.3, 0.7], [-1.0, 0.7, 0.4], [0.9, 0.5, 0.9], [0.0, -0.2, 0.2], [-0.5, -0.4, -0.2], [0.3, 0.1, 0.0], [0.8, 0.3, 0.3], [-0.7, -1.2, 0.2], [0.5, 0.5, -1.1], [0.6, -0.6, -0.4], [-0.1, 0.1, 0.1], [-0.1, -1.1, 0.4], [-0.6, 0.0, -0.5], [-0.2, -0.6, 0.1], [0.1, 0.5, 0.0], [-0.5, 0.2, -0.3], [-0.3, 0.3, 0.5], [0.0, -0.1, 0.4], [0.4, 0.0, -1.0], [-0.2, -0.4, 0.4], [0.0, 0.1, 0.5], [0.2, 0.2, 0.3], [-0.2, 0.2, -0.3], [0.2, -0.7, -0.6], [0.3, 0.1, 0.0], [-0.3, 0.4, -0.2], [0.0, 0.3, 1.0], [-0.3, 0.0, 0.1], [0.9, -0.6, -0.8], [-0.1, 0.2, -0.4], [-0.9, 1.3, 0.9], [0.1, 0.3, 0.0], [-0.8, 1.2, 0.1], [0.1, -1.5, 0.5], [0.1, -0.4, -0.7], [-0.1, -0.8, 0.5]],
  "lowdin_spin": [3.7781, 0.0007, 0.0100, 0.0030, 0.0061, 0.0012, 0.0042, 0.0625, 0.0014, 0.0040, 0.0015, 0.0100, 0.0025, 0.0035, 0.0117, 0.0019, 0.0014, -0.0082, 0.0091, 0.0010, 0.0023, 0.0093, 0.0017, 0.0000, 0.0000, 0.0003, 0.0004, 0.0001, 0.0003, 0.0001, 0.0000, 0.0005, 0.0008, 0.0001, 0.0000, 0.0001, 0.0006, 0.0002, 0.0005, -0.0001, 0.0001, -0.0001, 0.0005, 0.0000, 0.0005, 0.0006, 0.0041, 0.0032, 0.0003, 0.0045, 0.0007, 0.0048, 0.0445, 0.0036, 0.0066, 0.0028, 0.0000],
  "lumo_energy_ev": [-0.77, 0.01],
  "homo_ev": [-7.72, -7.87],
  "spin_multiplicity": 5
}


Entry 5:
{
  "formula": "C18H23N3O6S3",
  "method": "the ωB97M-V functional and the def2-TZVPD basis",
  "species": ["C", "N", "C", "S", "O", "O", "C", "C", "C", "C", "N", "C", "O", "C", "C", "C", "C", "C", "S", "O", "O", "N", "C", "C", "O", "C", "C", "S", "C", "C", "H", "H", "H", "H", "H", "H", "H", "H", "H", "H", "H", "H", "H", "H", "H", "H", "H", "H", "H", "H", "H", "H", "H"],
  "coordinates": [[-3.09554, -4.43201, -1.13565], [-2.22665, -3.72538, -2.04786], [-2.41854, -4.06403, -3.44184], [-2.27528, -2.06352, -1.75172], [-1.49446, -1.41693, -2.76773], [-3.61997, -1.60465, -1.54106], [-1.36259, -1.95024, -0.22220], [-0.09409, -2.49584, -0.16389], [0.68177, -2.31631, 0.96608], [0.18534, -1.55840, 2.02606], [0.96416, -1.22115, 3.13425], [2.33292, -1.19249, 3.18569], [3.06488, -1.91344, 2.55842], [2.84297, -0.03805, 4.05908], [2.62010, 1.16669, 3.20481], [3.49857, 1.75126, 2.33979], [2.89782, 2.73565, 1.52590], [1.57015, 2.88128, 1.77851], [0.33457, 3.84674, 0.95447], [-0.91300, 3.50374, 1.57672], [0.74361, 5.21654, 0.91971], [0.46175, 3.22387, -0.59132], [0.18411, 4.16568, -1.66028], [0.63234, 3.52725, -2.97494], [-0.04182, 2.31255, -3.19370], [0.19790, 1.39348, -2.15585], [-0.22596, 1.96223, -0.79657], [1.02310, 1.84535, 3.02758], [-1.10874, -1.03697, 1.96637], [-1.88205, -1.23413, 0.83963], [-2.84730, -4.12071, -0.12243], [-4.15159, -4.20974, -1.32520], [-2.92420, -5.50302, -1.23600], [-1.82472, -3.36699, -4.02788], [-3.46867, -3.98509, -3.74439], [-2.06762, -5.08183, -3.61301], [0.27401, -3.04992, -1.01165], [1.67678, -2.72524, 1.02429], [0.48614, -0.60914, 3.78380], [2.29453, 0.02342, 4.99783], [3.90545, -0.17839, 4.25312], [4.53654, 1.47934, 2.27639], [3.41209, 3.30850, 0.77723], [0.73571, 5.07974, -1.44391], [-0.89019, 4.39102, -1.71149], [0.38639, 4.17271, -3.81933], [1.71916, 3.35638, -2.94319], [-0.37680, 0.49692, -2.39854], [1.27090, 1.14892, -2.11666], [0.05831, 1.27865, 0.00584], [-1.31431, 2.10422, -0.77002], [-1.49103, -0.45160, 2.78950], [-2.87692, -0.82689, 0.75725]],
  "forces_ev_per_a": [[-0.3, -0.1, 0.3], [0.2, 1.1, 0.3], [0.0, 0.2, -0.4], [0.3, -0.3, 0.2], [0.1, -0.2, -0.2], [0.0, -0.1, 0.2], [-0.4, -0.1, -0.5], [0.0, 0.0, 0.1], [0.1, 0.0, -0.1], [-0.2, 0.0, -0.3], [-0.5, -0.2, 0.3], [0.3, 0.1, 0.6], [0.1, -0.1, -0.2], [0.0, -0.2, -0.3], [-0.5, 0.6, -0.1], [-0.2, 0.0, 0.2], [-0.2, 0.2, -0.1], [-0.6, 0.0, 0.0], [0.6, -0.3, -0.1], [0.0, -0.2, -0.1], [0.1, 0.0, -0.2], [0.0, 0.5, 0.9], [0.0, 0.4, -0.5], [0.0, 0.2, 0.2], [-0.2, 0.1, -0.2], [0.0, -0.2, 0.4], [-0.2, -0.6, -0.2], [0.8, -0.1, 0.1], [0.1, -0.1, -0.1], [-0.1, 0.0, 0.0], [-0.1, -0.2, 0.1], [0.0, -0.1, 0.0], [0.0, 0.0, 0.0], [0.0, -0.2, -0.2], [0.0, 0.0, 0.0], [0.0, 0.0, 0.0], [0.1, -0.1, -0.1], [0.0, 0.0, 0.0], [0.2, -0.2, -0.1], [0.0, 0.0, 0.1], [-0.1, 0.0, 0.0], [0.2, -0.1, 0.0], [0.1, 0.1, -0.2], [-0.1, 0.0, -0.2], [0.1, 0.0, -0.1], [0.1, 0.0, 0.1], [-0.1, 0.0, 0.0], [0.1, 0.1, 0.1], [-0.1, 0.0, 0.0], [-0.1, -0.2, -0.1], [0.1, 0.0, 0.0], [-0.1, 0.1, 0.1], [-0.1, 0.1, 0.1]],
  "nbo_charge": [-0.4279, -0.6607, -0.4279, 2.3078, -0.9483, -0.9413, -0.3859, -0.1062, -0.2626, 0.1812, -0.6127, 0.7064, -0.5726, -0.5314, -0.1635, -0.2609, -0.1849, -0.5563, 2.3398, -0.9392, -0.9244, -0.6762, -0.2611, -0.0710, -0.5150, -0.0888, -0.2627, 0.4797, -0.2546, -0.1625, 0.2148, 0.1983, 0.2098, 0.2394, 0.1859, 0.2066, 0.2326, 0.2594, 0.3969, 0.2305, 0.2550, 0.2348, 0.2420, 0.2386, 0.1890, 0.2004, 0.1646, 0.2373, 0.1593, 0.2172, 0.2009, 0.2207, 0.2499],
  "lumo_energy_ev": 0.01,
  "homo_ev": -9.24,
  "smiles": "CN(C)S(=O)(=O)c1ccc(NC(=O)Cc2ccc(S(=O)(=O)N3CCOCC3)s2)cc1"
}


Entry 6:
{
  "formula": "CH3NO2S",
  "method": "the ωB97M-V functional and the def2-TZVPD basis",
  "species": ["C", "N", "O", "O", "S", "H", "H", "H"],
  "coordinates": [[-0.98157, 0.27320, 0.94200], [1.45500, -0.25036, -1.51634], [1.82114, -0.90084, -2.43323], [1.94875, 0.20617, -0.55011], [-1.76316, -0.58034, -0.44751], [-1.18475, -0.15255, 1.86989], [-1.36815, 1.26522, 1.06601], [0.07274, 0.13951, 1.06929]],
  "forces_ev_per_a": [[-0.4, 0.0, -0.9], [-0.8, -0.1, -0.5], [0.3, 0.0, 0.0], [0.6, 0.1, 0.4], [0.6, 0.2, 0.7], [-1.5, -1.5, 1.6], [0.3, 0.7, -0.3], [0.9, 0.5, -1.0]],
  "nbo_charge": [-0.8200, 0.5298, -0.2569, -0.2724, 0.1062, 0.2485, 0.2230, 0.2417],
  "lumo_energy_ev": [-1.55, -1.98],
  "homo_ev": [-9.50, -9.07]
}


- Which formula does entry 2 have?
  C24H38N4OS